Molecular formula: C40H49N4O2ScSi
Method: DFT, ωB97M-V/def2-TZVPD

Properties
E_HOMO = -0.2740 hartree
strongest force on any atom = 1.36 eV/Å
gap between HOMO and LUMO = 7.79 eV
DFT total energy = -80913.044 eV

Each line ends with the Mulliken charge.
Geometry (Å):
1 Sc 0.7939 0.7762 -0.2050  -0.576
2 C 2.0973 0.8730 2.7320  -1.286
3 N 1.7774 2.0406 1.8888  1.173
4 C 3.0284 2.7825 1.6259  -1.290
5 C 2.9814 3.7200 0.4108  0.125
6 C 3.4150 3.0455 -0.8879  -1.444
7 N 2.9234 1.6730 -0.9383  0.662
8 C 3.5163 0.9034 -1.7767  -0.765
9 C 3.5161 -0.5367 -1.7537  0.923
10 C 4.3311 -1.2154 -2.6747  -0.635
11 C 4.6703 -2.5343 -2.4977  -0.940
12 C 4.2515 -3.1815 -1.3302  -0.430
13 C 3.4357 -2.5487 -0.4227  -0.842
14 C 2.9496 -1.2398 -0.6519  0.280
15 O 2.0831 -0.6913 0.1479  0.150
16 C 0.8250 2.8531 2.6654  -0.703
17 C 0.2113 4.0759 1.9925  -1.102
18 C -0.6799 3.7990 0.7833  -0.809
19 N -0.0449 3.1114 -0.3365  0.958
20 C -0.2065 3.6603 -1.4816  -0.542
21 C 0.1665 3.1512 -2.7830  0.511
22 C 0.1646 4.0603 -3.8545  -0.789
23 C 0.4545 3.6706 -5.1391  -0.963
24 C 0.7283 2.3218 -5.3876  -0.607
25 C 0.7113 1.4040 -4.3652  -0.823
26 C 0.4386 1.7807 -3.0311  0.477
27 O 0.4127 0.8751 -2.0973  0.676
28 H 2.5776 1.1841 3.6705  0.474
29 H 2.7611 0.1989 2.1974  0.263
30 H 1.1831 0.3270 2.9725  0.217
31 H 3.8176 2.0466 1.4623  0.662
32 H 3.2974 3.3515 2.5271  0.378
33 H 3.6295 4.5799 0.5908  0.369
34 H 1.9746 4.0840 0.2671  -0.157
35 H 4.5085 3.0370 -0.9445  0.562
36 H 3.0465 3.6269 -1.7409  0.300
37 H 4.2196 1.3468 -2.4926  0.293
38 H 4.7201 -0.6593 -3.5210  0.402
39 H 5.2941 -3.0494 -3.2155  0.426
40 H 4.5837 -4.1933 -1.1314  0.414
41 H 3.1401 -3.0436 0.4934  0.372
42 H 1.3258 3.2016 3.5825  0.400
43 H 0.0129 2.1897 2.9713  0.135
44 H 0.9761 4.8121 1.7464  0.221
45 H -0.4312 4.5430 2.7429  0.588
46 H -1.1005 4.7558 0.4506  0.519
47 H -1.5147 3.1747 1.1107  0.188
48 H -0.7019 4.6388 -1.5213  0.208
49 H -0.0676 5.0992 -3.6453  0.406
50 H 0.4589 4.3904 -5.9465  0.400
51 H 0.9440 1.9982 -6.3984  0.448
52 H 0.9141 0.3557 -4.5502  0.457
53 C -1.2857 0.5192 0.6780  0.308
54 Si -2.2657 -0.9961 1.0772  -0.542
55 C -2.2195 -2.0998 -0.4788  -0.894
56 N -0.8601 -2.2188 -1.0189  0.909
57 C -0.1121 -3.2801 -0.3676  -0.214
58 C -0.6715 -4.6900 -0.6395  -0.936
59 C -1.2053 -4.7873 -2.0789  -0.791
60 C -0.4830 -3.7755 -2.9671  -0.823
61 C -0.7727 -2.3460 -2.4872  -0.631
62 C -1.6459 -1.6877 2.7367  0.682
63 C -1.3860 -3.0265 3.0297  -0.401
64 C -0.8650 -3.4122 4.2583  -0.673
65 C -0.6055 -2.4632 5.2354  -0.559
66 C -0.8946 -1.1290 4.9832  -0.645
67 C -1.4064 -0.7537 3.7507  -0.300
68 C -4.1108 -0.6270 1.3701  0.647
69 C -4.8406 0.0390 0.3806  -0.597
70 C -6.1689 0.3880 0.5682  -0.780
71 C -6.8055 0.0773 1.7622  -0.427
72 C -6.1036 -0.5874 2.7571  -0.707
73 C -4.7734 -0.9327 2.5601  -0.206
74 H -1.3458 1.1767 1.5565  -0.294
75 H -1.8523 1.0363 -0.1159  0.163
76 H -2.8241 -1.5552 -1.2096  0.558
77 H -2.7162 -3.0738 -0.3498  0.355
78 H -0.0713 -3.0810 0.7022  0.252
79 H 0.9054 -3.2301 -0.7369  -0.021
80 H -1.4547 -4.9461 0.0784  0.174
81 H 0.1363 -5.4123 -0.4937  0.546
82 H -2.2790 -4.5820 -2.1073  0.237
83 H -1.0639 -5.7983 -2.4656  0.502
84 H -0.7960 -3.8802 -4.0080  0.540
85 H 0.5931 -3.9712 -2.9343  0.246
86 H -1.7164 -2.0082 -2.9197  0.603
87 H 0.0076 -1.6711 -2.8555  -0.293
88 H -1.6064 -3.7923 2.2937  0.350
89 H -0.6624 -4.4584 4.4533  0.411
90 H -0.1920 -2.7617 6.1906  0.394
91 H -0.7251 -0.3818 5.7495  0.405
92 H -1.6417 0.2908 3.5710  0.440
93 H -4.3523 0.2949 -0.5556  0.224
94 H -6.7103 0.9054 -0.2148  0.388
95 H -7.8417 0.3513 1.9157  0.366
96 H -6.5948 -0.8372 3.6900  0.394
97 H -4.2358 -1.4508 3.3467  0.305

---

Molecular formula: C40H50BCrN8S5Se
Method: DFT, ωB97M-V/def2-TZVPD

Properties
<S²> = 0.78
E_HOMO (spin up / spin down) = -0.2751 / -0.2727 hartree
strongest force on any atom = 2.14 eV/Å
gap between HOMO and LUMO (spin up / spin down) = 6.85 / 6.80 eV
DFT total energy = -202834.508 eV
2S+1 = 2

Each line ends with the Mulliken spin population.
Geometry (Å):
1 Cr 0.1844 -0.4079 -0.0475  1.163
2 C -3.7510 -2.6003 2.4171  -0.001
3 C -3.7225 -1.3352 1.6338  0.015
4 C -4.6565 -0.3295 1.7911  -0.004
5 C -4.5162 0.8633 1.0613  -0.001
6 N -3.5433 1.0141 0.1927  -0.006
7 N -2.6419 0.0614 0.0236  0.013
8 B -1.5578 0.1855 -1.0198  -0.141
9 N -1.8790 -0.7914 -2.1820  -0.009
10 N -3.1353 -0.9023 -2.5707  0.005
11 C -3.4452 -1.6110 -3.6215  -0.004
12 C -2.4457 -2.2576 -4.3927  0.007
13 C -1.1370 -2.1589 -4.0015  0.000
14 C -0.0051 -2.8060 -4.7165  -0.003
15 C -0.8626 -1.4100 -2.8258  0.031
16 S 0.6956 -1.3018 -2.1786  -0.029
17 C -4.9142 -1.7358 -3.9641  0.000
18 C -5.7375 -0.7748 -3.1087  0.000
19 C -5.1563 -1.4133 -5.4429  0.000
20 C -5.3752 -3.1715 -3.6811  0.000
21 N -1.5161 1.5971 -1.6389  0.002
22 N -2.4605 1.9282 -2.4940  -0.005
23 C -2.4625 3.0923 -3.0860  -0.001
24 C -1.4919 4.0696 -2.7634  0.004
25 C -0.4682 3.7290 -1.9154  0.000
26 C 0.6355 4.6666 -1.5655  -0.002
27 C -0.4613 2.4070 -1.3876  0.032
28 S 0.8764 1.8137 -0.5328  -0.028
29 C -3.5211 3.2496 -4.1619  0.000
30 C -3.4870 4.6052 -4.8640  0.000
31 C -4.9014 3.0531 -3.5306  0.000
32 C -3.2461 2.1412 -5.1895  0.000
33 C -2.6630 -1.0946 0.7431  -0.004
34 S -1.3055 -2.1407 0.6430  -0.014
35 C -5.4682 2.0290 1.2627  0.002
36 C -5.2342 3.0918 0.1894  0.001
37 C -5.2016 2.6413 2.6442  0.000
38 C -6.9262 1.5492 1.1908  0.001
39 H -4.6341 -2.6485 3.0470  0.000
40 H -2.8553 -2.6654 3.0346  0.001
41 H -3.7327 -3.4541 1.7438  0.001
42 H -5.4800 -0.4605 2.4748  0.001
43 H -2.7110 -2.8293 -5.2676  0.000
44 H -0.3564 -3.4237 -5.5390  0.000
45 H 0.5687 -3.4107 -4.0142  0.001
46 H 0.6738 -2.0427 -5.0969  0.000
47 H -5.4953 0.2476 -3.3740  0.000
48 H -5.5175 -0.9160 -2.0548  0.000
49 H -6.7978 -0.9431 -3.2849  0.000
50 H -4.7890 -0.4191 -5.6836  0.000
51 H -6.2255 -1.4408 -5.6419  0.000
52 H -4.6704 -2.1338 -6.0951  0.000
53 H -5.2979 -3.3947 -2.6197  0.000
54 H -4.7775 -3.8928 -4.2321  0.000
55 H -6.4146 -3.2886 -3.9836  0.000
56 H -1.5282 5.0584 -3.1942  0.000
57 H 0.5429 5.6029 -2.1110  0.000
58 H 1.5981 4.2075 -1.7882  0.001
59 H 0.6183 4.8678 -0.4945  -0.001
60 H -3.6894 5.4141 -4.1653  0.000
61 H -4.2590 4.6232 -5.6315  0.000
62 H -2.5260 4.7766 -5.3433  0.000
63 H -5.1553 3.9103 -2.9100  0.000
64 H -4.8966 2.1614 -2.9111  0.000
65 H -5.6585 2.9481 -4.3040  0.000
66 H -2.2573 2.2739 -5.6270  0.000
67 H -3.9840 2.1700 -5.9888  0.000
68 H -3.2827 1.1711 -4.7007  0.000
69 H -4.1953 3.4078 0.1844  0.000
70 H -5.8615 3.9592 0.3783  0.000
71 H -5.4758 2.6853 -0.7860  0.000
72 H -4.2025 3.0660 2.6811  0.000
73 H -5.2900 1.8951 3.4313  0.000
74 H -5.9178 3.4378 2.8294  0.000
75 H -7.1082 0.9931 0.2744  0.000
76 H -7.5931 2.4077 1.2035  0.000
77 H -7.1875 0.9156 2.0347  0.000
78 S 2.5204 -1.1778 0.3788  -0.007
79 C 3.1075 -1.1256 1.9824  0.000
80 C 3.9740 -2.2042 2.2808  0.001
81 N 4.6842 -3.0888 2.4522  0.000
82 C 2.8203 -0.2117 2.9711  0.001
83 S 1.9342 1.2960 2.6989  0.000
84 C 3.2508 -0.4070 4.2838  0.000
85 N 3.5544 -0.5716 5.3816  -0.001
86 C -1.1968 0.2329 8.3486  0.000
87 C -1.0554 0.2309 6.8571  0.000
88 C -0.4902 -0.8345 6.1801  0.001
89 C -0.2961 -0.8148 4.8013  0.003
90 C 0.3045 -2.0157 4.1412  0.001
91 C -0.6635 0.3350 4.1059  0.013
92 Se -0.1189 0.6788 2.2400  -0.030
93 C -1.2687 1.4176 4.7606  -0.005
94 C -1.6602 2.6521 4.0089  0.002
95 C -1.4663 1.3406 6.1264  0.000
96 H -1.0432 -0.7577 8.7675  0.000
97 H -2.1808 0.5917 8.6461  0.000
98 H -0.4529 0.9053 8.7765  0.000
99 H -0.1632 -1.7012 6.7353  0.000
100 H -0.3054 -2.9012 4.3260  0.000
101 H 1.2960 -2.2114 4.5491  0.000
102 H 0.3880 -1.8832 3.0613  -0.004
103 H -2.2051 2.3823 3.1025  -0.001
104 H -0.7675 3.2038 3.7075  0.001
105 H -2.2825 3.3025 4.6210  0.000
106 H -1.9224 2.1733 6.6468  0.000

---

Question: Among the records above, which one has the lowest strongest force on any atom?
Answer: C40H49N4O2ScSi

---

Question: The lowest DFT total energy belongs to which entry?
Answer: C40H50BCrN8S5Se

---

Question: Look up the DFT total energy of the second one.
Answer: -202834.508 eV

---

Question: Which of these has the highest DFT total energy?
Answer: C40H49N4O2ScSi